{
  "formula": "C32H60O27",
  "method": "ωB97M-V with the def2-TZVPD basis set",
  "energy_ev": -89440.008,
  "multiplicity": 1,
  "orbital_gap_ev": 10.874,
  "e_homo_ev": -10.579,
  "e_lumo_ev": 0.30,
  "fmax_ha_per_bohr": 0.0393,
  "total_charge": 0,
  "smiles": "C[C@H]1COC(=O)O1.C[C@H]1COC(=O)O1.CCOC(=O)OC.CCOC(=O)OC.CCOC(=O)OC.COC(=O)OC.COC(=O)OC.COC(=O)OC.COC(=O)OC",
  "elements": ["C", "C", "C", "O", "C", "O", "O", "H", "H", "H", "H", "H", "H", "C", "C", "C", "O", "C", "O", "O", "H", "H", "H", "H", "H", "H", "C", "C", "O", "C", "O", "O", "C", "H", "H", "H", "H", "H", "H", "H", "H", "C", "C", "O", "C", "O", "O", "C", "H", "H", "H", "H", "H", "H", "H", "H", "C", "C", "O", "C", "O", "O", "C", "H", "H", "H", "H", "H", "H", "H", "H", "C", "O", "C", "O", "O", "C", "H", "H", "H", "H", "H", "H", "C", "O", "C", "O", "O", "C", "H", "H", "H", "H", "H", "H", "C", "O", "C", "O", "O", "C", "H", "H", "H", "H", "H", "H", "C", "O", "C", "O", "O", "C", "H", "H", "H", "H", "H", "H"],
  "xyz": [[-2.56, 2.68, 0.03], [-2.69, 1.43, -0.84], [-4.10, 0.90, -1.02], [-4.14, 0.49, -2.39], [-3.14, 1.09, -3.06], [-3.03, 1.02, -4.24], [-2.31, 1.74, -2.21], [-1.55, 3.08, -0.11], [-2.81, 2.41, 1.05], [-3.18, 3.43, -0.46], [-1.93, 0.70, -0.53], [-4.89, 1.60, -0.76], [-4.21, -0.03, -0.46], [-1.82, 1.22, 3.31], [-2.56, 1.62, 4.54], [-1.73, 2.46, 5.55], [-2.68, 3.44, 5.95], [-3.75, 3.47, 5.12], [-4.63, 4.25, 5.19], [-3.65, 2.48, 4.23], [-2.39, 0.64, 2.57], [-1.06, 0.44, 3.44], [-1.33, 2.04, 2.79], [-2.97, 0.75, 5.05], [-0.94, 2.96, 5.00], [-1.34, 1.85, 6.36], [4.57, -4.70, -0.64], [5.51, -4.06, 0.38], [5.32, -2.67, 0.45], [4.40, -2.18, 1.27], [3.67, -2.84, 1.96], [4.52, -0.85, 1.19], [3.76, 0.01, 2.01], [4.76, -4.28, -1.63], [3.57, -4.43, -0.30], [4.64, -5.78, -0.73], [6.54, -4.30, 0.13], [5.34, -4.56, 1.34], [4.39, 0.60, 2.68], [2.91, -0.39, 2.57], [3.30, 0.76, 1.37], [2.39, 1.81, 5.30], [3.08, 3.11, 4.94], [2.76, 3.51, 3.61], [1.64, 4.17, 3.38], [0.81, 4.44, 4.21], [1.52, 4.31, 2.06], [0.31, 4.90, 1.60], [1.31, 1.93, 5.37], [2.67, 1.58, 6.33], [2.69, 0.92, 4.75], [4.15, 3.01, 5.09], [2.78, 3.92, 5.61], [0.56, 5.48, 0.71], [-0.14, 5.58, 2.33], [-0.39, 4.10, 1.37], [-0.50, -5.05, -4.79], [-1.90, -5.02, -4.22], [-1.93, -4.13, -3.08], [-3.12, -3.95, -2.54], [-4.16, -4.31, -3.01], [-3.09, -3.29, -1.39], [-1.89, -2.61, -0.99], [0.19, -5.51, -4.08], [-0.07, -4.08, -5.02], [-0.46, -5.69, -5.67], [-2.26, -6.00, -3.90], [-2.61, -4.63, -4.94], [-1.18, -3.31, -0.55], [-2.18, -1.82, -0.30], [-1.42, -2.20, -1.89], [-2.94, -2.98, 5.06], [-4.11, -2.35, 4.56], [-4.05, -1.96, 3.30], [-3.02, -1.91, 2.66], [-5.25, -1.71, 2.85], [-5.39, -1.39, 1.46], [-3.02, -3.04, 6.14], [-2.07, -2.34, 4.93], [-2.81, -3.99, 4.67], [-6.46, -1.25, 1.36], [-5.07, -2.17, 0.77], [-4.89, -0.44, 1.31], [1.04, 2.09, -1.31], [0.89, 0.71, -1.01], [0.65, 0.32, 0.24], [0.49, 1.04, 1.18], [0.84, -1.00, 0.24], [0.56, -1.69, 1.46], [1.10, 2.75, -0.45], [0.19, 2.42, -1.91], [1.91, 2.22, -1.94], [0.93, -2.71, 1.45], [-0.52, -1.84, 1.60], [1.00, -1.13, 2.28], [3.97, 1.47, -4.16], [3.36, 2.76, -4.09], [2.73, 3.16, -5.19], [2.58, 2.59, -6.23], [2.28, 4.40, -4.94], [1.95, 5.22, -6.05], [5.02, 1.54, -4.44], [3.40, 0.82, -4.81], [3.86, 1.00, -3.18], [1.04, 4.90, -6.55], [2.77, 5.21, -6.78], [1.76, 6.22, -5.69], [-1.06, -1.29, -5.15], [-0.33, -1.84, -4.05], [0.76, -1.21, -3.64], [1.15, -0.15, -4.03], [1.35, -1.97, -2.72], [2.69, -1.65, -2.38], [-0.85, -1.97, -5.99], [-0.76, -0.30, -5.46], [-2.12, -1.39, -4.94], [3.06, -2.53, -1.85], [2.76, -0.82, -1.69], [3.26, -1.48, -3.30]]
}